221
Properties=species:S:1:pos:R:3:forces:R:3 method="wB97M-V/def2-TZVPD" energy_ev=-102221.5366 lumo_energy_ev=0.34 e_above_lowest_kcal_mol=105.4 homo_energy_ev=-8.94 total_charge=0
C 1.078 -3.928 -2.967 -0.3 -2.0 2.0
C 1.893 -4.423 -1.739 -0.4 -0.8 0.5
C 1.406 -5.845 -1.324 0.6 0.5 0.6
O 0.002 -5.874 -1.243 0.6 0.5 0.0
C -0.456 -6.967 -0.522 -2.0 -0.2 -0.6
N 3.329 -4.627 -2.087 -1.0 0.7 0.1
H 1.363 -3.004 -3.334 0.8 2.0 -0.5
H 0.013 -3.900 -2.700 0.3 0.0 -0.1
H 1.251 -4.661 -3.727 -0.1 -0.5 -0.7
H 1.704 -3.804 -0.831 0.3 0.1 -0.7
H 1.857 -6.219 -0.332 -0.4 0.8 -1.0
H 1.797 -6.510 -2.081 -0.1 -0.6 -0.5
H -0.411 -7.891 -1.102 0.5 -0.3 0.2
H -1.541 -6.805 -0.404 0.4 -0.1 0.3
H -0.002 -7.044 0.452 0.4 -0.2 0.4
H 3.736 -3.713 -2.301 0.2 -0.6 0.4
H 3.767 -5.065 -1.279 0.3 0.4 -0.2
C -6.762 4.871 4.361 -0.3 -1.4 -1.5
C -5.460 5.656 4.161 -0.6 0.7 0.5
C -4.415 4.976 3.303 0.8 -1.1 -0.7
O -4.268 3.543 3.429 -0.8 0.6 0.4
C -3.596 3.132 4.586 2.2 0.0 0.1
N -5.852 6.943 3.546 0.3 -0.4 1.9
H -7.580 5.517 4.618 -0.1 0.5 0.4
H -6.824 3.978 5.003 0.7 0.5 0.1
H -7.061 4.438 3.365 0.3 0.4 0.6
H -4.990 5.946 5.092 -0.1 -0.2 0.6
H -3.420 5.440 3.466 -0.4 -0.1 -0.2
H -4.690 5.072 2.247 0.0 0.2 0.1
H -3.445 3.929 5.327 -0.5 0.0 0.0
H -2.525 2.893 4.294 -1.0 -0.1 0.3
H -4.034 2.256 5.086 -0.2 0.3 -0.4
H -5.191 7.702 3.665 0.0 -0.4 -0.5
H -6.148 6.747 2.635 -0.3 0.4 -1.7
C -4.698 2.783 -0.747 -0.7 0.3 -0.8
C -4.381 1.660 -1.738 1.0 -0.8 2.2
C -2.853 1.559 -1.794 -0.8 -0.4 -1.0
O -2.399 2.606 -2.586 0.4 1.4 -0.8
C -1.193 2.348 -3.227 -0.8 -1.9 -1.8
N -5.055 0.405 -1.321 1.0 -1.0 1.0
H -4.515 2.601 0.332 0.2 -0.2 -0.8
H -5.745 2.985 -0.910 -0.6 0.2 0.5
H -4.201 3.685 -1.109 0.3 0.0 0.4
H -4.691 1.927 -2.727 -0.5 0.2 -0.6
H -2.534 0.642 -2.271 0.0 -0.7 0.0
H -2.416 1.670 -0.837 0.4 -0.3 1.4
H -0.964 3.114 -3.943 0.0 0.7 0.0
H -1.268 1.398 -3.866 -0.1 0.9 0.7
H -0.366 2.166 -2.588 0.9 0.1 1.0
H -4.656 0.026 -0.406 -0.6 1.2 -1.2
H -4.825 -0.362 -1.965 -0.2 0.5 -0.1
C 7.226 5.650 -3.122 0.0 1.4 -2.4
C 7.880 4.359 -3.508 1.4 -0.3 1.9
C 7.107 3.622 -4.572 -0.5 -1.3 1.4
O 5.761 3.325 -4.084 0.8 0.2 -0.6
C 5.731 2.083 -3.384 0.9 0.5 -0.1
N 9.275 4.500 -3.984 -1.5 -0.4 -1.6
H 6.247 5.430 -2.803 -1.3 -0.1 0.8
H 7.077 6.306 -4.043 0.3 -0.5 0.9
H 7.775 6.221 -2.396 0.3 0.1 0.4
H 7.839 3.811 -2.529 0.5 -0.2 -1.0
H 7.605 2.675 -4.845 -0.1 0.4 0.1
H 7.129 4.271 -5.418 -0.8 0.3 -1.0
H 5.866 1.264 -4.109 0.2 0.0 0.4
H 4.778 1.982 -2.911 -0.8 0.1 0.1
H 6.466 2.063 -2.546 -0.1 -0.2 -0.7
H 9.994 4.725 -3.359 0.6 0.2 1.5
H 9.289 5.230 -4.687 0.0 -0.1 -0.1
C 2.262 2.485 -5.711 1.0 -0.7 -2.5
C 2.791 1.066 -5.508 0.0 0.3 0.9
C 2.095 0.451 -4.294 0.3 0.6 -0.2
O 2.544 -0.880 -4.038 -1.2 1.1 -0.3
C 3.807 -0.863 -3.512 0.9 -1.7 2.8
N 2.623 0.165 -6.639 -0.5 0.3 -0.5
H 1.202 2.507 -5.627 -1.1 0.3 0.4
H 2.477 2.667 -6.809 -0.1 0.4 1.2
H 2.774 3.227 -5.104 -0.1 0.0 0.1
H 3.862 1.229 -5.287 -0.2 -0.6 -0.2
H 1.006 0.395 -4.540 0.7 0.1 0.6
H 2.371 1.140 -3.454 -0.8 -0.7 0.0
H 4.621 -0.769 -4.199 0.4 0.5 -0.7
H 3.952 -1.846 -3.026 0.0 0.1 -0.4
H 3.931 -0.215 -2.601 -0.2 0.2 -1.0
H 1.659 0.223 -6.988 0.3 0.4 0.0
H 2.620 -0.758 -6.231 0.4 -0.5 -0.1
C -7.647 -4.494 -0.589 -2.3 -0.6 -0.1
C -6.815 -3.298 -0.327 2.3 -0.6 -0.8
C -5.338 -3.683 -0.659 0.1 0.2 -0.1
O -4.783 -4.542 0.333 0.8 -1.2 -0.7
C -3.454 -5.030 -0.060 -1.2 0.8 0.9
N -7.155 -2.182 -1.183 0.0 0.8 0.2
H -8.538 -4.639 0.087 0.7 0.4 -0.7
H -7.068 -5.382 -0.481 0.5 -0.7 0.2
H -7.991 -4.466 -1.638 0.0 0.0 0.4
H -6.764 -3.054 0.707 -0.3 0.3 1.2
H -4.744 -2.797 -0.609 0.5 1.2 -0.1
H -5.178 -4.042 -1.701 -0.5 -0.3 0.5
H -3.456 -5.802 -0.830 -0.4 0.1 -0.2
H -2.968 -5.447 0.822 -0.3 0.0 0.1
H -2.866 -4.173 -0.360 0.3 0.2 -0.4
H -8.140 -1.954 -1.076 0.1 0.0 -0.1
H -6.621 -1.349 -0.897 -0.4 -0.3 -0.3
C -0.849 -8.935 3.356 -0.5 1.0 -0.3
C -2.302 -9.105 2.967 1.3 2.3 0.7
C -2.980 -7.714 2.991 -1.6 -2.6 0.0
O -3.171 -7.299 4.332 0.4 0.4 -1.1
C -3.918 -6.122 4.231 -0.1 2.9 1.1
N -2.455 -9.694 1.678 0.4 -0.1 -0.7
H -0.788 -8.510 4.352 0.1 0.4 0.0
H -0.348 -8.294 2.603 -0.1 -0.3 0.5
H -0.391 -9.878 3.416 0.9 -1.4 -0.1
H -2.791 -9.746 3.657 -0.6 -0.2 1.4
H -3.994 -7.940 2.564 0.4 0.6 0.0
H -2.542 -6.947 2.352 0.5 -0.1 0.1
H -3.644 -5.428 5.118 -0.5 -1.2 -1.3
H -5.022 -6.301 4.286 0.8 0.0 -0.3
H -3.654 -5.505 3.286 -0.6 -1.0 1.4
H -2.142 -10.660 1.785 -0.4 0.2 -0.5
H -3.453 -9.658 1.596 -0.6 -0.7 -0.9
C 3.630 8.342 -5.309 -0.9 0.4 -0.6
C 2.730 8.098 -4.117 0.2 -0.8 0.0
C 2.251 6.624 -4.112 -1.3 0.6 0.3
O 1.352 6.518 -2.919 2.2 1.1 -2.3
C 0.869 5.258 -2.726 -1.3 -1.5 0.6
N 3.481 8.512 -2.949 1.1 -0.9 0.7
H 4.610 7.948 -5.145 0.6 -0.8 0.0
H 3.809 9.404 -5.314 -0.1 0.6 -0.5
H 3.191 7.996 -6.272 0.4 0.3 0.6
H 1.869 8.782 -4.174 -0.1 -0.6 -0.1
H 3.032 5.811 -4.075 -0.4 1.0 0.2
H 1.732 6.518 -5.122 0.0 -0.3 1.4
H 1.555 4.428 -2.884 0.7 0.0 -0.1
H 0.022 5.029 -3.393 -0.1 0.2 0.3
H 0.574 5.187 -1.667 -0.3 -0.1 -0.4
H 4.389 8.008 -2.999 -0.6 0.6 0.2
H 3.048 8.154 -2.097 -0.2 0.2 -0.2
C -6.775 1.333 2.472 0.8 0.4 0.6
C -6.580 -0.187 2.215 0.5 -0.2 -0.6
C -5.192 -0.711 2.587 0.3 0.8 -0.3
O -4.170 -0.188 1.708 -1.0 0.5 0.4
C -2.931 -0.773 2.011 -1.5 -0.5 2.3
N -7.499 -1.147 2.868 -1.8 0.9 -0.1
H -7.625 1.694 1.878 -0.1 -0.1 0.5
H -5.904 1.945 2.089 -0.7 -0.9 0.5
H -6.865 1.607 3.590 -0.1 -0.6 -1.7
H -6.686 -0.360 1.115 0.0 0.2 0.7
H -5.208 -1.795 2.541 0.0 -0.3 -0.2
H -4.996 -0.450 3.642 0.3 0.1 -0.2
H -2.115 -0.285 1.607 1.2 1.2 -1.5
H -3.008 -1.803 1.683 0.6 -0.6 0.3
H -2.750 -0.633 3.116 -0.2 -0.8 -0.7
H -7.767 -0.832 3.824 0.3 -0.2 -1.0
H -8.390 -1.174 2.313 1.1 0.0 0.9
C 5.018 -1.029 0.542 1.4 0.3 0.0
C 5.214 0.485 0.833 -0.6 -1.2 1.3
C 4.364 0.898 2.058 -0.6 0.5 0.0
O 2.928 0.865 1.924 0.2 0.2 -1.0
C 2.194 1.401 3.035 0.7 0.1 -0.5
N 6.625 0.846 1.076 -0.6 0.0 0.0
H 5.772 -1.408 -0.214 -1.1 0.5 0.5
H 3.986 -1.211 0.236 0.2 -0.2 -0.1
H 5.247 -1.593 1.469 -0.3 0.2 -0.4
H 4.841 1.077 0.047 -0.4 0.6 -1.4
H 4.653 1.930 2.261 0.1 0.1 0.5
H 4.571 0.222 2.866 0.7 0.0 0.7
H 2.420 0.772 3.896 -0.1 0.2 0.4
H 1.127 1.330 2.794 0.3 -0.1 0.0
H 2.442 2.474 3.224 0.0 -0.7 0.0
H 6.758 1.327 1.961 -0.1 0.0 -0.1
H 7.163 0.004 1.132 0.4 -0.4 0.0
C 4.482 -5.564 2.118 0.5 0.6 -0.4
C 3.637 -5.528 3.393 0.5 -0.7 0.3
C 3.791 -4.181 4.005 -0.3 0.9 -0.4
O 3.339 -3.217 3.026 -0.2 -0.6 0.6
C 3.274 -1.943 3.570 1.0 1.4 0.6
N 2.259 -5.912 3.233 -0.5 0.6 0.2
H 4.262 -4.791 1.368 -0.8 -0.1 0.3
H 4.316 -6.525 1.653 0.5 -0.4 -0.3
H 5.545 -5.302 2.296 -0.3 -0.9 0.3
H 3.987 -6.290 4.113 0.6 0.5 -0.3
H 4.845 -4.000 4.171 0.5 0.1 0.2
H 3.269 -4.042 4.952 -0.3 -0.1 0.0
H 2.470 -1.792 4.319 0.2 -0.3 -0.3
H 3.153 -1.198 2.764 -0.2 -0.6 0.3
H 4.251 -1.678 4.090 -0.9 -0.3 -0.4
H 2.221 -6.764 2.707 -0.3 -0.3 -0.3
H 1.739 -5.179 2.771 -0.1 -0.2 -0.3
C -1.460 4.128 1.048 -1.1 -0.5 1.4
C -0.322 4.264 2.051 -0.8 0.6 0.6
C 0.916 4.596 1.297 0.5 0.8 -2.3
O 1.212 3.575 0.338 0.0 -0.5 1.2
C 2.579 3.453 0.061 0.2 0.4 -0.3
N -0.582 5.378 3.005 0.0 0.2 -0.3
H -1.015 3.762 0.154 -0.2 -0.1 -1.1
H -1.988 5.069 0.933 0.3 0.4 -0.4
H -2.262 3.433 1.376 0.6 0.2 -0.1
H -0.211 3.314 2.614 0.1 0.6 -0.2
H 1.740 4.834 1.951 0.6 -0.4 0.4
H 0.798 5.531 0.658 -0.3 -0.6 0.9
H 3.198 3.406 0.954 0.0 0.2 0.5
H 2.861 4.372 -0.506 0.4 -0.9 -0.2
H 2.748 2.463 -0.396 -0.1 0.7 -0.5
H 0.178 5.439 3.674 0.0 -0.2 0.2
H -0.510 6.278 2.503 -0.3 -0.7 0.1
C 0.938 -0.659 -1.081 -0.6 0.4 0.3
C 0.046 -0.450 0.145 1.1 0.3 0.2
C 0.373 -1.427 1.286 0.6 -0.4 -2.5
O 0.040 -2.721 0.700 0.8 1.0 1.2
C -0.083 -3.654 1.749 -2.7 0.5 -0.7
N -0.115 0.946 0.550 1.8 0.2 0.9
H 1.957 -0.345 -0.875 0.3 -0.1 0.1
H 0.547 0.032 -1.851 0.2 -0.6 -0.1
H 0.896 -1.717 -1.369 0.1 0.4 -0.3
H -0.909 -0.772 -0.121 -1.8 -0.6 -0.7
H -0.189 -1.220 2.146 -1.2 0.2 1.3
H 1.410 -1.456 1.598 0.5 0.2 -0.2
H -0.122 -4.615 1.301 0.1 -1.1 -0.4
H -1.091 -3.472 2.203 0.7 -0.3 0.2
H 0.651 -3.614 2.503 1.2 0.4 0.8
H -0.346 1.558 -0.219 -0.5 -0.2 -0.4
H 0.831 1.315 0.750 -0.6 -0.3 0.2